## w
Here is 2 unconnected molecules or ions with the total composition C2H2Cl3NO from the Open Molecules 2025 dataset. Energies are from the ωB97M-V functional and the def2-TZVPD basis.

```
! RIJCOSX wB97M-V def2-TZVPD def2/J DEFGRID3
* xyz 0 1
C 1.29 0.63 -0.16
C -1.42 0.12 0.37
N 1.47 -0.61 -0.72
O 1.71 -0.24 0.72
Cl -1.75 -0.59 -1.23
Cl -1.23 -1.12 1.60
Cl -2.34 1.45 0.75
H 1.72 1.61 -0.58
H 0.54 -1.24 -0.76
*
```

LUMO level (spin up / spin down): 0.167 / -0.951 eV



## x
Here is 2 unconnected molecules or ions with the total composition C2H2Cl3NO from the Open Molecules 2025 dataset. Energies are from the ωB97M-V functional and the def2-TZVPD basis.

```
! RIJCOSX wB97M-V def2-TZVPD def2/J DEFGRID3
* xyz 0 1
Cl -1.49 -0.45 0.22
C -0.24 0.64 0.73
C -0.24 1.92 0.41
Cl -1.64 2.53 -0.40
H 0.76 0.30 1.05
H 0.71 2.53 0.50
O 1.55 -2.35 -0.10
N 1.02 -2.05 -1.10
Cl -0.43 -3.07 -1.31
*
```

LUMO level: -1.166 eV
SMILES: Cl/C=C\Cl.O=NCl



Which structure is the least stable? The one labeled w.



## w
Here is H4O2P2 in the gas phase from the Open Molecules 2025 dataset. Energies are from the ωB97M-V functional and the def2-TZVPD basis.

```
! RIJCOSX wB97M-V def2-TZVPD def2/J DEFGRID3
* xyz 0 1
O -2.00 0.54 -0.42
P -1.10 -0.76 -0.05
O 0.27 -0.06 0.50
P 1.83 -0.13 -0.44
H -2.32 0.79 -1.32
H -1.74 -0.80 1.14
H 2.27 1.07 0.17
H 2.80 -0.66 0.42
*
```

LUMO level: 0.531 eV
SMILES: OPOP



## x
Here is H4O2P2 in the gas phase from the Open Molecules 2025 dataset. Energies are from the ωB97M-V functional and the def2-TZVPD basis.

```
! RIJCOSX wB97M-V def2-TZVPD def2/J DEFGRID3
* xyz 0 1
O 0.01 1.62 -1.73
P 0.74 0.89 -0.43
O -0.17 -0.42 -0.26
P -1.01 -0.60 1.66
H -0.69 0.93 -1.94
H 1.82 0.32 -1.10
H -1.00 -2.02 1.62
H 0.30 -0.73 2.18
*
```

LUMO level: -0.942 eV
SMILES: OPOP



Which structure is the least stable? The one labeled x.



## w
Here is 5 unconnected molecules or ions with the total composition C2H12O3S from the Open Molecules 2025 dataset. Energies are from the ωB97M-V functional and the def2-TZVPD basis.

```
! RIJCOSX wB97M-V def2-TZVPD def2/J DEFGRID3
* xyz 1 2
C -2.07 -1.33 -0.25
C -1.99 -0.06 0.67
S -0.91 1.11 -0.13
H -1.08 -1.64 -0.60
H -2.57 -0.99 -1.16
H -2.67 -2.15 0.16
H -2.98 0.37 0.86
H -1.72 -0.50 1.65
H 0.61 -0.31 0.24
H 3.36 1.25 0.23
H 2.63 0.09 -0.54
O 3.21 0.29 0.21
H 0.93 1.00 -3.08
H 0.54 0.57 -1.68
O 1.12 0.33 -2.41
H 1.90 0.30 1.91
H 0.59 0.96 1.57
O 1.12 0.71 2.33
*
```

LUMO level (spin up / spin down): -7.787 / -9.271 eV



## x
Here is 4 unconnected molecules or ions with the total composition C2H12O3S from the Open Molecules 2025 dataset. Energies are from the ωB97M-V functional and the def2-TZVPD basis.

```
! RIJCOSX wB97M-V def2-TZVPD def2/J DEFGRID3
* xyz 1 2
C 0.74 0.79 0.79
C 0.31 -0.62 1.24
S -0.53 -1.44 -0.13
H -0.01 1.28 0.17
H 1.72 0.75 0.33
H 0.82 1.47 1.64
H 1.21 -1.20 1.42
H -0.39 -0.62 2.08
H -1.75 -0.80 -0.11
H -1.50 1.51 -3.36
H -0.39 1.61 -2.26
O -1.32 1.76 -2.46
H 3.31 -2.63 1.43
H 2.99 -2.79 -0.09
O 3.29 -2.17 0.58
H -2.32 1.17 -1.01
H -3.50 1.21 -0.04
O -2.69 0.72 -0.23
*
```

LUMO level (spin up / spin down): -2.992 / -8.285 eV



Which structure is the least stable? The one labeled w.



## w
Here is 3 unconnected molecules or ions with the total composition C3H12O3 from the Open Molecules 2025 dataset. Energies are from the ωB97M-V functional and the def2-TZVPD basis.

```
! RIJCOSX wB97M-V def2-TZVPD def2/J DEFGRID3
* xyz 0 1
C -0.32 1.66 -0.09
C 0.78 1.39 -1.11
C 1.01 -0.09 -1.35
O 1.52 -0.77 -0.18
H 0.05 1.50 0.91
H -0.72 2.67 -0.21
H -1.17 0.98 -0.23
H 1.67 1.91 -0.74
H 0.52 1.83 -2.08
H 1.71 -0.21 -2.18
H 0.06 -0.58 -1.51
H 2.40 -0.42 0.02
O -2.74 -2.20 1.02
H -2.64 -2.55 0.13
H -1.86 -2.32 1.41
O -0.07 -1.22 2.36
H 0.25 -1.26 1.44
H -0.44 -0.33 2.40
*
```

LUMO level: 0.684 eV
SMILES: CCCO.O.O



## x
Here is 3 unconnected molecules or ions with the total composition C3H12O3 from the Open Molecules 2025 dataset. Energies are from the ωB97M-V functional and the def2-TZVPD basis.

```
! RIJCOSX wB97M-V def2-TZVPD def2/J DEFGRID3
* xyz 0 1
C 0.08 1.53 -0.08
O -0.23 0.22 0.01
H 0.73 1.74 -0.93
H -0.85 2.10 -0.11
H 0.69 1.79 0.79
H -0.35 0.03 0.95
C -0.01 -0.77 3.09
O -1.23 -0.85 2.40
H 0.58 0.06 2.70
H -0.04 -0.71 4.18
H 0.67 -1.59 2.86
H -1.67 -1.70 2.47
C 0.49 -0.28 -3.37
O -0.77 -0.36 -2.75
H 1.10 0.39 -2.76
H 0.94 -1.27 -3.24
H 0.53 -0.02 -4.42
H -0.67 -0.30 -1.80
*
```

LUMO level: 0.654 eV
SMILES: CO.CO.CO



Which structure is the least stable? The one labeled x.